[1]
Formula: C4H8NO3
Source: the Open Molecules 2025 dataset
Level of theory: wB97M-V/def2-TZVPD

charge: -1
HOMO level: -4.0923 eV
energy above the lowest of the compared OMol25 structures with the same formula, charge and spin: 166.3 kJ/mol

Positions of all 16 atoms, in Å:
1 H -1.96506 -0.77031 -0.32389
2 O 0.45861 2.14842 -0.87857
3 H -0.45951 0.02837 0.16894
4 O 1.71237 1.83324 -2.75718
5 C 1.40797 -0.01710 -1.30491
6 H 0.37788 -2.43329 2.35121
7 N -1.21465 -0.70781 0.37100
8 C 1.24629 1.56108 -1.60964
9 H 1.84489 -0.20292 -0.30010
10 H 0.75685 -0.64299 2.01670
11 O -2.40811 -1.83697 1.90676
12 C -0.07386 -1.29396 2.42472
13 H 2.00964 -0.36821 -2.11149
14 H -0.00812 -1.18704 3.53315
15 H 0.45654 -0.50940 -1.29599
16 C -1.34932 -1.26953 1.68924

Forces on atoms 1 to 2 (eV/Å):
H 0.32 0.04 1.01
O -0.40 1.25 1.26

Atom charges from the natural (NBO) analysis, given in e for atoms 1 to 6:
1. H 0.399
2. O -0.780
3. H 0.436
4. O -0.794
5. C -0.769
6. H 0.238

***

[2]
Formula: C4H8NO3
Source: the Open Molecules 2025 dataset
Level of theory: wB97M-V/def2-TZVPD

charge: -1
HOMO level: -4.3359 eV
energy above the lowest of the compared OMol25 structures with the same formula, charge and spin: 131.1 kJ/mol

Positions of all 16 atoms, in Å:
1 O 0.59353 0.69144 -1.20172
2 H 0.10527 2.72016 -2.12683
3 H -0.32698 0.21388 1.15974
4 C 1.61922 -0.46901 0.81406
5 H 0.24662 -0.84318 2.48637
6 O -1.63542 0.47744 -0.82904
7 H 1.92192 -1.15327 -0.02681
8 H -0.03165 -2.74858 0.87706
9 H -0.23913 -1.56232 -0.47699
10 H -1.51327 -1.71020 0.67257
11 O 2.36999 0.38763 1.22138
12 H -1.62148 2.83422 -1.86466
13 N -0.73442 2.48789 -1.55596
14 C 0.25291 -0.68262 1.38375
15 C -0.42230 -1.78329 0.63402
16 C -0.58482 1.13982 -1.16694

Forces on atoms 1 to 2 (eV/Å):
O -0.40 0.40 -0.08
H -1.31 0.15 0.64

Atom charges from the natural (NBO) analysis, given in e for atoms 1 to 6:
1. O -0.810
2. H 0.372
3. H 0.272
4. C 0.490
5. H 0.195
6. O -0.832

***

[3]
Formula: C4H8NO3
Source: the Open Molecules 2025 dataset
Level of theory: wB97M-V/def2-TZVPD

charge: -1
HOMO level: -4.0727 eV
energy above the lowest of the compared OMol25 structures with the same formula, charge and spin: 114.4 kJ/mol
SMILES: C[C@@H](O)CNC(=O)[O-]

Positions of all 16 atoms, in Å:
1 H 2.96847 0.58624 -0.39631
2 H -0.18566 -1.77025 0.30157
3 H 1.81410 -0.20337 1.79219
4 N -0.61591 -0.87418 0.20216
5 C 1.38504 0.41844 1.01395
6 C 2.02083 0.06253 -0.32370
7 H -0.50166 0.08152 2.03483
8 O -1.83002 0.47488 -1.18678
9 C -0.14677 0.22531 1.00615
10 O 1.70894 1.75623 1.41625
11 H 1.08756 2.35131 0.98614
12 H 2.24046 -0.99710 -0.35340
13 H -0.60283 1.10348 0.55127
14 H 1.36931 0.34845 -1.14040
15 O -1.73359 -1.76690 -1.55007
16 C -1.50031 -0.71305 -0.91697

Forces on atoms 1 to 2 (eV/Å):
H 0.20 0.15 -0.07
H -0.08 -0.30 -0.02

Atom charges from the natural (NBO) analysis, given in e for atoms 1 to 6:
1. H 0.199
2. H 0.370
3. H 0.147
4. N -0.716
5. C 0.093
6. C -0.638

***

[4]
Formula: C4H8NO3
Source: the Open Molecules 2025 dataset
Level of theory: wB97M-V/def2-TZVPD

charge: -1
HOMO level: -4.2999 eV
energy above the lowest of the compared OMol25 structures with the same formula, charge and spin: 46.9 kJ/mol

Positions of all 16 atoms, in Å:
1 H -0.34849 0.58369 1.71702
2 C 1.99324 -2.35287 -1.47634
3 H -0.51125 2.02763 2.68036
4 O -0.13306 -1.45062 -0.79834
5 O -2.77333 2.43246 1.31017
6 H -1.12657 0.75960 -0.77777
7 H 0.35739 2.10018 1.07700
8 O 1.47647 -1.60557 0.74566
9 H 1.77184 -3.41878 -1.44782
10 H 1.66196 -2.09569 -2.49286
11 C 1.03638 -1.72330 -0.41948
12 H 3.03479 -2.06771 -1.34747
13 C -1.75545 1.89930 0.89183
14 H -2.53833 1.71450 -0.90362
15 C -0.45548 1.67136 1.65346
16 N -1.69010 1.52581 -0.41181

Forces on atoms 1 to 2 (eV/Å):
H 0.46 0.01 -0.24
C -1.15 0.37 -0.57

Atom charges from the natural (NBO) analysis, given in e for atoms 1 to 6:
1. H 0.274
2. C -0.740
3. H 0.214
4. O -0.825
5. O -0.662
6. H 0.440

***

[5]
Formula: C4H8NO3
Source: the Open Molecules 2025 dataset
Level of theory: wB97M-V/def2-TZVPD

charge: -1
HOMO level: -4.5143 eV
energy above the lowest of the compared OMol25 structures with the same formula, charge and spin: 100.9 kJ/mol

Positions of all 16 atoms, in Å:
1 H -2.16656 -0.66326 -0.41364
2 C 1.28552 -1.61356 0.31959
3 H -1.12569 0.17128 0.85211
4 H 0.75600 0.95850 -0.37311
5 C -1.22047 1.16849 -1.08178
6 C -1.76200 0.29147 0.00521
7 H 1.82123 -2.40636 0.89347
8 O -2.01889 1.62111 -1.93665
9 H -2.72660 0.72298 0.37304
10 O 1.60623 0.77393 0.86896
11 H 1.75131 -1.43674 -0.55588
12 H 0.28249 2.08114 -1.82190
13 C 1.58104 -0.37232 1.39848
14 N 0.08033 1.34041 -1.17718
15 O 1.69132 -0.88682 2.48818
16 H 0.16477 -1.75025 0.16111

Forces on atoms 1 to 2 (eV/Å):
H 0.94 0.47 0.21
C -1.45 0.27 3.92

Atom charges from the natural (NBO) analysis, given in e for atoms 1 to 6:
1. H 0.226
2. C -0.790
3. H 0.231
4. H 0.458
5. C 0.650
6. C -0.715

***

[6]
Formula: C4H8NO3
Source: the Open Molecules 2025 dataset
Level of theory: wB97M-V/def2-TZVPD

charge: -1
HOMO level: -4.1910 eV
energy above the lowest of the compared OMol25 structures with the same formula, charge and spin: 200.9 kJ/mol
SMILES: CC(C)(O)NC(=O)[O-]

Positions of all 16 atoms, in Å:
1 H -0.14634 -1.89578 1.41816
2 C -0.47926 -0.32081 -1.49983
3 C -0.61145 -1.09128 0.85754
4 C 0.24959 -0.46367 -0.23413
5 H -1.18105 -1.23318 -1.70673
6 O 1.38805 -1.29442 -0.31095
7 H 0.13431 -0.11676 -2.32861
8 H -1.51975 -1.39309 0.43730
9 N 0.82418 0.85445 0.30911
10 H -0.72053 -0.11587 1.57973
11 H 1.79279 -1.34691 0.67525
12 C 0.07592 2.08350 0.60814
13 O 0.80277 2.98806 1.06326
14 O -1.15626 1.98098 0.44868
15 H -1.27180 0.40676 -1.37717
16 H 1.81883 0.95801 0.06024

Forces on atoms 1 to 2 (eV/Å):
H 0.24 -0.08 -0.18
C -2.88 -2.09 -0.47

Atom charges from the natural (NBO) analysis, given in e for atoms 1 to 6:
1. H 0.188
2. C -0.637
3. C -0.647
4. C 0.392
5. H 0.176
6. O -0.745

***

[7]
Formula: C4H8NO3
Source: the Open Molecules 2025 dataset
Level of theory: wB97M-V/def2-TZVPD

charge: -2
HOMO level (spin up / spin down): 1.1275 / 1.1412 eV
energy above the lowest of the compared OMol25 structures with the same formula, charge and spin: 507.1 kJ/mol
multiplicity: 2

Positions of all 16 atoms, in Å:
1 C 0.23114 -0.70814 -1.47468
2 H -0.82417 -1.00143 -1.21371
3 O 1.14509 -1.68322 1.35552
4 H 2.06158 0.10429 1.18778
5 C -0.69469 1.25684 -0.07645
6 H 0.73331 -1.69676 -1.59447
7 C 0.54124 0.12140 -0.17659
8 H 0.66845 1.49497 -1.50175
9 H -1.66294 -1.26582 1.33259
10 H -1.99476 -0.95259 1.87067
11 O -1.07448 1.76625 1.11171
12 N 0.68025 1.54242 -0.51284
13 O 0.18510 0.16826 -2.48085
14 H -1.49351 1.02456 -0.81002
15 H 0.39793 0.13976 1.86120
16 C 1.10047 -0.31081 1.12188

Forces on atoms 1 to 2 (eV/Å):
C -1.30 0.71 1.22
H -0.02 -0.65 0.09

Atom charges from the natural (NBO) analysis, given in e for atoms 1 to 6:
1. C -0.075
2. H 0.103
3. O -1.014
4. H 0.119
5. C 0.258
6. H 0.145

***

[8]
Formula: C4H8NO4
Source: the Open Molecules 2025 dataset
Level of theory: wB97M-V/def2-TZVPD

charge: -1
HOMO level: -3.9743 eV
energy above the lowest of the compared OMol25 structures with the same formula, charge and spin: 475.5 kJ/mol
SMILES: C[C@H](NCOO)C(=O)[O-]

Positions of all 17 atoms, in Å:
1 C -0.37207 -0.50571 -0.87434
2 C 0.54365 -0.19532 -2.14933
3 C -0.00653 -0.74272 1.54905
4 H -0.70841 1.57424 -0.05215
5 H 1.45719 -0.35709 0.13128
6 H -0.98658 -1.41492 -1.11077
7 O 0.14259 0.53271 2.19475
8 H 0.39358 -1.58078 2.18927
9 O 1.01871 -1.16110 -2.83647
10 H 1.72680 1.27523 1.53639
11 O 0.79016 1.00337 -2.39554
12 O 1.48534 0.83170 2.37493
13 C -1.24362 0.78039 -0.63270
14 H -2.14417 0.47573 -0.02523
15 H -1.55801 1.27012 -1.58853
16 H -1.10631 -0.94423 1.47188
17 N 0.56767 -0.84161 0.21751

Forces on atoms 1 to 2 (eV/Å):
C 0.70 0.99 -1.36
C 1.15 -1.20 -1.53

Atom charges from the natural (NBO) analysis, given in e for atoms 1 to 6:
1. C -0.157
2. C 0.740
3. C 0.062
4. H 0.213
5. H 0.369
6. H 0.185

***

[9]
Formula: C4H8NOP
Source: the Open Molecules 2025 dataset
Level of theory: wB97M-V/def2-TZVPD

charge: 0
HOMO level (spin up / spin down): -8.7849 / -8.7808 eV
energy above the lowest of the compared OMol25 structures with the same formula, charge and spin: 344.9 kJ/mol
SMILES: CC/C(C=O)=N\P

Positions of all 15 atoms, in Å:
1 H -2.03929 -1.33190 1.29767
2 O 0.83639 -2.75610 -0.50073
3 H 0.15022 -0.12581 1.50285
4 H 2.07336 -1.60285 -1.73482
5 C 0.89587 -0.39582 -0.37845
6 H 0.65685 2.77909 -0.65444
7 H -1.99933 -1.16972 -0.53006
8 C 1.29971 -1.70785 -0.90014
9 C -0.30247 -0.13931 0.43566
10 H -0.96575 -2.30195 0.56324
11 P 1.81368 2.08711 -0.07162
12 C -1.41108 -1.35935 0.41217
13 H 2.80687 2.71936 -0.87458
14 N 1.88755 0.66591 -0.81856
15 H -0.64220 0.93301 0.28156

Forces on atoms 1 to 2 (eV/Å):
H -0.44 0.88 -0.07
O 0.81 0.40 -0.47

Atom charges from the natural (NBO) analysis, given in e for atoms 1 to 6:
1. H 0.213
2. O -0.510
3. H 0.255
4. H 0.145
5. C 0.209
6. H -0.044